(1)
127
Properties=species:S:1:pos:R:3 method="wB97M-V/def2-TZVPD" homo_lumo_gap_ev=7.33 largest_force_ha_per_bohr=0.0430 lumo_ev=-3.7 spin_multiplicity=1 de_lowest_kcal_mol=0.00 charge=+1
C -3.331 0.404 -2.000
C -4.075 -7.778 -2.884
H 2.576 -2.867 -3.961
Br 1.746 -4.485 -6.755
H -6.120 3.463 5.350
H 0.215 -2.723 -3.970
H -5.850 1.844 7.361
H 7.768 -0.574 6.734
H -5.824 -1.016 3.891
H 2.743 3.543 3.409
C 4.634 -0.373 -2.747
H -1.692 -1.631 -4.570
C -7.435 -4.053 -2.034
C 2.746 -1.987 -3.341
H -0.567 -4.980 -6.001
C 2.733 2.048 6.327
H -4.276 -1.294 4.709
Br 1.333 1.596 2.810
H 3.093 3.004 1.757
H 0.813 1.940 -3.012
H -4.479 -3.182 -0.522
H -2.740 -2.763 -0.271
C 4.311 1.629 -1.543
C -0.916 -0.903 -4.338
H 3.688 2.510 -1.647
H 5.071 -0.957 -1.930
Br 5.488 7.908 9.219
O 0.054 2.251 -5.231
C 9.385 0.707 6.075
H 5.470 0.175 -3.202
Br -7.369 0.824 5.705
H -4.318 0.325 -1.564
Br 2.923 4.263 -4.169
C -8.045 -4.674 -0.806
Br 7.707 1.327 8.321
C 2.302 3.250 2.458
H 1.895 5.294 1.966
H 3.824 -0.746 -4.734
Br 5.435 4.226 9.367
C -0.823 -4.169 -7.992
Br 0.899 4.032 0.090
Br 8.288 1.484 4.668
H 4.334 5.802 10.938
H 5.303 1.871 -1.928
H 2.832 2.292 -5.670
Br -3.145 -8.630 -1.410
H 0.829 -1.700 -5.234
C 1.390 4.332 1.951
P -3.266 3.229 -1.641
C -3.476 -6.437 -3.214
H -4.128 -0.293 2.317
Br 5.110 3.268 5.321
H -3.971 -8.454 -3.729
C 4.022 -1.271 -3.797
C -5.290 2.786 5.520
C -0.107 -5.025 -6.983
C -3.672 -2.502 -0.766
C -4.889 -1.571 3.858
H -3.976 -1.544 -0.335
H 10.013 -0.032 5.583
C -1.372 -0.170 -3.079
H -0.882 -0.199 -5.165
H -5.504 -1.995 -2.789
Br -7.284 -3.910 0.818
H 1.802 -0.104 -3.698
H 5.208 2.513 -6.694
C 4.230 1.951 6.445
C -5.683 1.575 6.321
H -5.120 -7.709 -2.600
H -7.816 -5.736 -0.771
H -2.391 -6.454 -3.238
Br -2.355 -1.989 2.585
H 4.766 -2.039 -4.017
C -4.199 -1.355 2.544
H -1.792 1.482 -1.228
H -4.427 3.373 -2.412
C 4.087 5.506 9.924
H -9.118 -4.532 -0.745
H -0.714 -0.198 -2.208
C 1.488 -1.079 -3.334
Br 1.998 3.575 7.288
H 4.026 6.360 7.937
C 8.561 0.043 7.143
H -2.314 4.210 -1.936
O 3.702 0.575 -2.264
H -6.363 -3.966 -1.940
H 4.348 1.380 -0.479
H 3.109 7.254 9.170
H 0.463 4.398 2.510
H 3.148 4.956 9.923
C 3.675 2.823 -5.236
C -1.690 1.321 -3.360
H 2.921 -2.364 -2.332
C 4.640 3.338 -6.269
H 2.254 1.176 6.766
H -4.690 -1.871 1.726
Br 3.721 4.164 -7.767
H -1.775 -4.618 -8.265
H 4.186 2.176 -4.525
Br -5.389 -3.435 4.101
H 9.198 -0.562 7.784
P -0.274 2.373 -3.791
O -4.763 -2.306 -3.339
H 4.572 0.983 6.083
H 5.321 4.081 -5.869
H -2.425 1.347 -4.168
H 10.004 1.512 6.458
Br -1.259 -2.420 -7.261
H -0.069 -6.058 -7.322
C 4.008 6.673 8.977
Br -4.598 2.296 3.767
C 0.413 -1.681 -4.226
H -0.235 -3.995 -8.887
Br -8.088 -2.245 -2.359
C -2.497 1.631 -2.065
H -4.945 0.782 6.268
H 1.177 -1.004 -2.294
Br -3.973 -5.076 -1.908
S -3.697 3.220 0.257
H 2.423 2.161 5.296
H -7.682 -4.616 -2.931
H -3.855 -6.073 -4.167
N -2.706 -0.584 -2.520
H 4.594 2.108 7.456
H -4.480 3.321 6.009
H -0.610 3.702 -3.484
P -3.345 -2.344 -2.564

---

(2)
122
Properties=species:S:1:pos:R:3 method="wB97M-V/def2-TZVPD" homo_lumo_gap_ev=6.06 largest_force_ha_per_bohr=0.1093 lumo_ev=1.5 spin_multiplicity=1 charge=-1
H -3.648 -7.707 -0.700
H -1.364 -8.689 -1.167
H 0.545 10.230 -0.635
Nb -2.965 -2.873 -0.806
H -5.211 1.194 -2.617
O -1.705 7.312 -0.200
H -1.807 -0.503 1.159
H 1.508 2.289 -0.403
C 5.328 -0.425 1.492
H -2.038 -2.724 2.355
H 4.814 0.821 3.197
H -3.712 6.433 -3.176
C -6.899 -5.138 -2.106
O 2.741 1.236 1.836
H 4.318 6.745 -1.677
H 6.350 10.860 -2.942
O -0.999 -8.079 -0.492
C 7.209 10.592 -2.322
H -5.738 -2.709 -1.635
H 1.211 3.139 1.148
H 6.298 11.122 -0.430
H 5.855 -0.329 0.539
C -4.323 -8.611 -0.653
Br -0.048 -3.029 -3.458
H 5.921 -4.107 7.535
H 0.041 -0.653 1.218
O -2.948 3.734 -2.489
C 2.938 -1.799 4.542
O 5.053 9.176 -1.578
C -3.955 0.258 -0.930
F -0.617 -1.769 3.513
H 1.643 4.052 -0.304
C -3.119 6.491 -2.264
H -2.699 -0.625 -2.643
H -0.313 -4.740 -0.998
H -3.913 -9.409 0.033
C -4.420 1.498 -1.861
H 5.438 5.522 -1.062
H -7.183 -5.134 -3.210
C 0.112 9.258 -0.393
O 7.259 9.175 -2.116
H -3.799 6.596 -1.416
H 2.329 -1.775 5.447
H -0.718 -1.050 -1.137
C -0.939 -1.906 -0.412
C -0.941 -1.221 1.065
H -4.741 -5.745 -1.523
P -2.178 -3.763 -3.078
H 8.107 10.857 -2.883
C -5.772 -8.052 -0.182
C 6.471 -4.043 6.593
O 4.330 -1.901 4.851
H -0.487 9.389 0.512
H 7.254 12.415 -1.168
H 6.908 -6.151 6.425
H -5.609 -3.639 -0.080
H -6.241 -8.845 0.472
H -8.484 -6.637 -1.780
H 6.972 -5.265 4.885
H -7.235 -8.670 -1.717
H 2.781 -0.868 3.997
H -0.309 -3.201 1.976
H 6.395 1.138 2.498
H 7.504 -3.790 6.838
H 5.794 -1.220 2.076
C 6.104 8.607 -1.742
H 4.304 -0.724 1.263
C -5.317 -4.880 -1.963
O -3.088 -3.002 -4.356
H -3.105 -5.706 0.003
O 6.328 7.297 -1.556
H -2.461 -2.439 -4.854
H -2.533 5.583 -2.175
C 5.361 0.888 2.254
H -4.942 -4.671 -3.025
C -7.448 -6.417 -1.335
C 4.633 -2.927 5.657
C -5.127 -3.531 -1.120
C 6.442 -5.359 5.837
C 1.223 8.246 -0.186
O 3.205 3.030 0.531
H 5.418 -5.659 5.606
H -0.301 -5.637 0.594
O -1.527 1.622 -2.373
O 3.846 -3.689 6.157
H -3.509 -2.176 0.812
O -3.171 2.099 -4.274
C -0.983 -2.317 2.231
H -7.651 -6.232 -0.225
C -3.535 -0.922 -1.918
H -1.089 1.481 -3.239
O -2.247 7.621 -2.376
O -0.970 -6.798 -2.358
C 3.522 2.003 1.332
C 5.199 6.585 -1.053
H -4.372 -9.023 -1.719
C 1.809 3.121 0.236
C -0.920 -5.436 -0.350
C -6.590 -7.747 -1.531
H 8.053 11.033 -0.385
H -2.261 -4.676 1.245
H 0.820 7.271 0.093
H -0.050 -2.610 -0.427
O 4.856 1.962 1.453
O 5.968 -2.972 5.787
H 1.903 8.574 0.602
H -7.431 -4.234 -1.652
C -2.350 -4.869 0.117
H 2.638 -2.630 3.901
H -3.116 0.618 -0.264
C -1.577 7.889 -1.250
O -0.714 8.886 -1.500
H -4.430 -1.191 -2.559
H -4.855 2.300 -1.188
H 1.792 8.106 -1.110
C 7.203 11.338 -1.001
S -3.021 2.262 -2.786
H -5.841 -7.601 -2.365
H -4.878 -0.043 -0.345
H -5.593 -7.111 0.430
H 4.999 6.887 -0.023
C -0.980 -6.824 -1.118

---

Per-record E, eV: -1481449.7790 -165554.7236